Record 1
188
Properties=species:S:1:pos:R:3:forces:R:3 method="wB97M-V/def2-TZVPD" e_lumo_ev=-0.08 homo_energy_ev=-6.4 e_tot_ha=-7252.8554 total_charge=0 homo_lumo_gap_ev=6.284 max_force_ev_per_a=4.86
N 2.24012 2.20342 4.63447 -0.14 -0.87 -0.96
H 2.92604 2.85921 4.99139 0.29 -0.71 -0.67
H 2.54396 1.20138 4.70552 0.07 -1.24 1.54
H 2.11331 2.29027 3.60523 0.06 0.86 0.45
H 1.38729 2.33278 5.16825 -0.12 -0.27 -0.17
C -3.14816 1.94500 -0.36439 -0.18 -0.15 0.15
C -1.67720 1.82562 -0.68720 0.28 -0.87 0.23
C -1.00358 0.81512 0.25914 0.40 0.69 -0.72
N 0.36258 0.33821 -0.23873 -0.66 0.19 0.68
C 1.16750 1.41664 -0.92296 -0.76 -0.50 0.68
C 0.18134 -0.85724 -1.15964 0.48 0.24 0.72
C -0.00855 -2.05759 -0.23351 -0.10 0.10 -0.61
C 0.73418 -1.69464 1.07284 -0.61 -0.28 -0.57
C 1.09930 -0.22369 0.94669 1.42 -0.87 -0.31
H -3.37775 2.24655 0.65678 0.25 0.06 0.03
H -3.59154 0.95767 -0.51681 -0.26 0.11 -0.07
H -3.61137 2.67134 -1.02808 -0.11 -0.12 0.09
H -1.14798 2.77563 -0.61623 -0.17 0.03 -0.08
H -1.64602 1.45422 -1.71623 0.34 0.01 -0.01
H -1.58492 -0.09228 0.41349 -0.17 0.07 0.08
H -0.82546 1.32026 1.20672 -0.03 -0.16 0.12
H 0.59113 1.71733 -1.79249 0.26 0.14 -0.11
H 2.12990 0.98607 -1.17121 -0.01 0.14 -0.13
H 1.28903 2.21329 -0.19216 0.04 0.08 -0.22
H 1.14343 -0.96033 -1.66176 -0.14 0.14 -0.33
H -0.62852 -0.63598 -1.85168 0.08 -0.05 -0.14
H 0.42322 -2.92553 -0.73125 -0.04 0.10 0.16
H -1.06533 -2.28996 -0.09929 0.06 0.15 0.34
H 1.64767 -2.27929 1.14377 -0.18 0.04 0.29
H 0.09314 -1.89182 1.92963 0.14 0.00 0.09
H 2.14954 -0.17821 0.65608 0.04 0.22 0.13
H 1.02065 0.27424 1.90951 -0.47 0.68 -0.43
C 4.40016 4.22561 0.54793 0.07 -0.40 1.05
F 3.53413 4.62513 -0.39436 1.28 -0.75 -0.68
F 5.65284 4.17390 0.09443 -0.46 -0.33 -0.59
F 4.40701 5.17829 1.48271 -0.28 0.08 0.35
S 3.93950 2.54045 1.35968 1.42 -1.98 1.26
O 2.62992 2.72402 2.00148 0.21 -0.24 -0.40
O 3.91379 1.54390 0.30344 0.01 1.05 -0.32
O 4.95001 2.29724 2.37661 -0.23 0.98 -0.92
C 2.09621 -2.60405 4.68893 -0.34 -0.27 -0.09
C 3.06034 -1.43579 4.92068 0.15 -0.41 0.11
C 3.69586 -1.04021 3.56664 0.13 0.47 0.97
O 2.49377 -0.40158 5.61014 0.09 0.77 -1.08
H 1.80945 -3.09176 5.62363 -0.24 0.40 0.12
H 2.52848 -3.42380 4.10005 0.12 0.20 -0.29
H 1.21497 -2.19595 4.18142 -0.20 -0.22 0.04
H 3.87720 -1.92299 5.49010 0.36 0.20 0.14
H 4.14417 -1.90935 3.08480 -0.05 0.07 -0.33
H 4.47269 -0.30174 3.77989 0.17 -0.08 -0.13
H 2.97499 -0.50798 2.94190 -0.21 -0.29 -0.28
O 5.99955 -5.43577 -2.98975 0.99 0.66 0.36
S 6.67124 -4.28246 -2.43464 -0.36 1.42 0.35
O 7.45455 -3.34675 -3.21971 -1.14 -1.10 0.31
O 5.50729 -3.36183 -1.75546 1.42 -0.24 -1.10
C 4.53601 -3.97432 -0.94075 -1.93 0.25 1.03
C 4.30414 -3.08431 0.29080 1.06 -1.42 0.73
C 7.68662 -4.63343 -0.97702 -0.39 -0.22 -0.87
H 4.72479 -5.00832 -0.64632 0.62 0.13 -0.05
H 3.57399 -4.04618 -1.46358 0.26 0.15 -0.49
H 5.02353 -3.38448 1.06251 0.29 0.26 -0.12
H 3.38450 -3.38802 0.78882 -0.31 0.56 -0.37
H 4.46715 -2.02280 0.12541 -0.53 0.05 -0.21
H 8.69395 -4.32923 -1.24709 0.03 -0.24 -0.06
H 7.59275 -5.70009 -0.79323 0.14 0.09 0.39
H 7.33855 -3.98189 -0.18137 -0.15 -0.25 0.13
O -1.84378 0.24627 -4.46083 0.18 0.59 -0.69
S -0.95769 0.87083 -5.41297 2.16 0.04 0.98
O -1.39722 1.68122 -6.52046 -0.11 -0.92 0.71
O 0.03917 1.78655 -4.49966 -1.27 -1.03 -0.60
C 0.82385 2.75651 -5.21588 0.55 0.92 1.46
C 1.67289 3.41101 -4.10097 0.04 -0.33 -0.26
C 0.24082 -0.39578 -5.94464 -0.94 -0.13 -0.81
H 0.14186 3.48646 -5.64925 0.13 -0.06 -0.21
H 1.45100 2.27775 -5.96883 -0.08 0.00 -0.03
H 1.12532 3.54468 -3.16654 -0.52 0.36 -0.36
H 2.05543 4.37259 -4.43791 0.07 -0.01 0.09
H 2.48461 2.76687 -3.77090 0.23 -0.07 -0.48
H 0.74988 -0.07842 -6.85250 -0.14 0.20 0.01
H -0.39907 -1.24861 -6.17864 0.07 -0.01 -0.14
H 0.99791 -0.72942 -5.24054 -0.30 0.57 0.56
O 3.00283 -6.13306 0.87897 -0.11 0.64 -0.49
S 1.64743 -5.84261 0.49607 -0.68 -1.60 1.95
O 1.11786 -4.49995 0.63860 0.51 -1.87 -0.92
O 1.36208 -6.46001 -0.96331 -0.02 1.52 0.39
C 2.19138 -7.52257 -1.43175 0.97 -1.98 -0.47
C 1.31843 -8.63422 -1.98248 -0.56 0.35 -0.96
C 0.62396 -7.03358 1.48609 0.71 0.38 -1.45
H 2.84346 -7.89295 -0.64071 -0.16 0.16 0.18
H 2.86987 -7.26390 -2.24732 -0.19 0.97 0.17
H 0.73445 -9.15614 -1.22774 -0.13 0.05 -0.09
H 1.81761 -9.35190 -2.63742 0.74 -0.13 0.71
H 0.69528 -8.19257 -2.76856 -0.60 0.17 0.56
H -0.29216 -7.17185 0.91552 -0.36 0.35 0.50
H 0.55305 -6.71147 2.51778 -0.20 0.17 -0.09
H 1.13003 -7.99746 1.43174 0.32 0.17 0.05
O -3.08039 -2.80113 2.03818 0.48 -0.44 0.89
S -2.77795 -3.71868 3.12015 0.25 -0.28 0.17
O -2.71861 -3.25561 4.49249 -0.18 -0.28 -1.36
O -3.84033 -4.94494 3.02303 1.35 0.57 0.06
C -5.09384 -4.72396 3.65757 -2.14 -0.31 0.15
C -6.00858 -3.77000 2.88404 0.26 -2.95 1.42
C -1.24508 -4.63696 2.73524 -1.12 0.76 0.58
H -5.01411 -4.41402 4.70116 0.58 0.34 -0.12
H -5.58108 -5.69514 3.74986 0.40 -0.31 -0.37
H -7.05774 -3.89435 3.17070 0.04 -0.29 0.58
H -6.07275 -3.95149 1.80949 0.74 -0.25 0.04
H -5.80264 -2.71224 3.03784 0.15 -4.62 1.49
H -1.16220 -5.40481 3.50017 -0.09 -0.18 -0.19
H -0.41484 -3.94330 2.86196 -0.12 0.14 -0.09
H -1.31152 -4.99021 1.71256 -0.01 -0.13 0.06
O -0.97737 5.24120 1.95778 0.58 0.05 0.67
S 0.39824 5.63826 2.10858 -0.81 -2.61 -0.20
O 0.69690 7.03092 2.20434 0.53 -0.01 0.07
O 1.00392 4.82726 3.43241 -1.19 2.06 -0.96
C 2.23304 5.40654 3.96441 -0.02 -2.20 -0.33
C 2.24830 5.03639 5.43210 1.77 1.24 -0.01
C 1.33981 4.76968 0.83090 -0.86 2.13 -0.25
H 2.35758 6.47589 3.81484 -0.48 -0.02 -0.09
H 2.96373 4.84888 3.36594 0.57 0.50 0.51
H 2.51436 4.01624 5.70445 -1.00 0.81 0.13
H 1.35896 5.44651 5.90069 0.06 -0.28 0.36
H 3.16019 5.53785 5.78595 -0.40 0.41 0.45
H 1.98403 5.57957 0.48583 -0.06 -0.40 -0.02
H 0.68402 4.48275 0.01044 -0.40 0.38 0.10
H 1.85635 3.87905 1.18025 -0.47 0.85 0.31
O 3.19892 0.42159 -3.16668 -0.08 -0.23 -0.62
S 4.11283 0.34900 -4.27998 1.26 1.19 -0.12
O 3.64854 0.25735 -5.64326 0.13 -0.16 1.08
O 5.05395 1.69962 -4.25509 -1.71 -1.42 -0.11
C 5.22542 2.29820 -2.97073 0.88 0.58 0.85
C 6.04427 3.54319 -3.17123 1.00 -0.28 -0.06
C 5.32377 -0.90650 -3.91666 -0.17 0.38 -0.15
H 5.82087 1.65546 -2.31202 -0.20 -0.34 -0.23
H 4.32333 2.53511 -2.40299 -0.34 -0.32 -0.55
H 6.85119 3.34290 -3.88085 -0.10 -0.09 -0.11
H 6.56810 3.65993 -2.22073 -0.25 0.81 -0.02
H 5.51844 4.42254 -3.53546 -0.17 0.00 0.35
H 4.80391 -1.85243 -4.04538 0.26 -0.12 -0.06
H 5.68444 -0.80460 -2.89525 -0.34 0.07 0.09
H 6.18115 -0.76653 -4.57053 -0.22 -0.23 -0.30
O -0.71693 5.76731 -3.07315 -0.96 -0.02 0.70
S -1.89434 5.27719 -2.40470 -1.20 -0.45 -0.21
O -1.95113 5.03260 -0.98647 0.42 0.30 -0.45
O -3.12879 6.26222 -2.78180 1.94 -0.48 -0.64
C -4.42568 6.09169 -2.21423 -0.52 1.14 0.16
C -4.58688 7.01673 -1.01186 -0.16 -1.25 0.12
C -2.40645 3.77857 -3.24520 0.47 0.62 -0.42
H -4.63687 5.04965 -1.96755 0.12 0.05 0.13
H -5.11275 6.41760 -2.99869 0.09 -0.29 -0.11
H -3.83474 6.67920 -0.29881 -0.16 0.38 0.32
H -5.58882 6.80077 -0.63095 0.13 0.25 0.27
H -4.50153 8.08253 -1.20102 0.16 -0.08 -0.36
H -3.37216 3.43091 -2.88999 0.01 0.14 -0.11
H -1.65459 2.99872 -3.13614 0.04 0.21 0.22
H -2.41058 4.07601 -4.29331 -0.32 -0.19 -0.07
C -4.06539 -1.77223 -2.50117 -0.37 -0.04 -0.41
C -3.64029 -2.66394 -1.54039 0.86 0.20 1.00
C -4.51256 -3.32610 -0.70030 -0.05 -0.23 -0.82
C -5.86761 -3.15146 -0.92268 -0.87 -0.78 -0.29
C -6.34365 -2.42916 -2.01086 1.01 0.94 -0.10
C -5.42707 -1.68857 -2.78311 -0.09 -0.20 0.39
H -3.36079 -1.17396 -3.06529 0.02 -0.07 -0.06
H -2.59653 -2.80243 -1.27312 0.07 0.16 -0.56
H -4.05125 -4.02549 -0.01609 -0.57 0.16 0.44
H -6.63302 -3.64926 -0.33840 0.24 -0.15 0.23
H -7.40713 -2.38235 -2.19510 -0.02 0.06 -0.07
H -5.72266 -1.02164 -3.58213 -0.32 -0.11 -0.01
C -6.15223 -1.51420 2.06416 -0.95 2.73 -0.78
C -6.74636 -0.13632 2.32840 -0.17 -0.12 -0.26
C -5.79427 0.99930 1.91792 -1.46 -0.14 0.98
C -6.34521 2.38070 2.30824 0.18 0.11 -0.75
C -5.33762 3.50730 2.08633 -0.25 1.33 2.04
C -5.31982 4.22199 0.72568 0.61 -0.96 0.99
H -5.46329 -1.80314 2.86362 0.96 3.74 -1.12
H -5.62132 -1.61099 1.11954 0.08 0.16 -0.02
H -6.87848 -2.33029 2.12339 -0.66 1.73 -0.90
H -7.71520 -0.03644 1.82978 0.09 0.08 -0.32
H -7.02107 -0.09788 3.38663 0.24 0.26 0.13
H -5.63994 0.85991 0.84799 0.46 0.34 -0.01
H -4.89044 0.87884 2.51908 0.38 -0.13 -0.49
H -7.25348 2.69386 1.78052 -0.06 -0.48 -0.28
H -6.67026 2.35454 3.35043 0.31 -0.09 0.13
H -5.58993 4.23767 2.86817 -0.18 0.33 -0.28
H -4.34897 3.25709 2.48620 0.17 -0.49 -0.69
H -5.55924 3.40805 0.03897 -0.07 0.65 -0.74
H -5.97073 5.09237 0.69291 -0.46 -0.40 -0.12
H -4.31305 4.61213 0.57847 0.05 -0.19 -0.40

=====

Record 2
103
Properties=species:S:1:pos:R:3:forces:R:3 method="wB97M-V/def2-TZVPD" e_lumo_ev=-3.49 homo_energy_ev=-10.4 e_tot_ha=-4859.4332 total_charge=+1 homo_lumo_gap_ev=6.873 max_force_ev_per_a=3.43
C 0.09694 3.29817 -0.81180 0.16 -0.32 0.35
C -1.16359 3.21510 0.03189 0.14 0.15 0.04
S -1.82475 1.51134 0.12906 0.04 -0.05 -0.24
C -3.56950 1.81389 -0.24736 0.33 -0.18 0.08
P -4.72240 0.95989 0.83609 -1.72 2.42 -1.65
F -4.04343 0.13364 1.85443 1.24 -1.55 1.62
Br -5.74206 2.50954 1.94184 0.13 -0.25 -0.04
C -6.00199 0.10692 -0.06917 0.43 -0.23 -0.31
C -5.65722 -1.28490 -0.61047 -0.15 -0.56 0.39
O -4.74608 -1.97542 0.22121 -0.33 0.11 -0.08
C -5.21743 -3.30650 0.46875 0.45 -0.26 0.10
C -4.20522 -4.21871 1.10665 -0.10 -0.06 0.04
O -3.28951 -4.78000 0.20300 -0.41 0.13 0.30
C -2.13952 -4.11270 -0.11179 -2.03 -0.63 0.75
C -1.37440 -4.72738 -1.00587 -1.29 -2.99 -1.08
C -0.21471 -4.22547 -1.37554 2.36 -0.71 -1.85
C 0.24920 -3.06385 -0.87978 2.74 1.42 -0.76
C 1.63211 -2.47173 -1.25487 -1.05 -1.38 0.66
C 1.45897 -0.96917 -1.36785 -0.01 -0.15 -0.89
C 2.01499 -3.07968 -2.59860 0.35 0.70 -0.15
C 2.61873 -2.99512 -0.15698 0.12 0.78 -0.57
C 3.65568 -2.04318 0.44211 1.14 -0.40 0.76
C 4.58328 -2.95185 1.30050 -0.98 -0.34 -0.37
C 4.57086 -1.36402 -0.58810 -0.34 0.25 0.57
C 3.07844 -1.03205 1.45336 -0.24 -0.66 -0.56
C -0.53169 -2.42977 0.00609 0.61 1.78 0.90
C -1.70740 -2.94379 0.37881 -2.24 1.10 2.16
H 0.75564 4.04704 -0.39620 0.15 0.31 0.05
H 0.63548 2.36013 -0.75825 0.22 -0.21 -0.16
H -0.09386 3.54720 -1.84470 -0.14 -0.10 -0.28
H -1.90042 3.89518 -0.37325 -0.41 -0.01 0.00
H -0.95540 3.52017 1.04771 0.01 0.07 0.25
H -3.74657 2.87072 -0.10585 -0.22 0.24 0.15
H -3.84497 1.59801 -1.27372 0.01 -0.33 -0.27
H -6.20084 0.74798 -0.92515 -0.03 0.40 -0.08
H -6.91009 0.11634 0.51645 -0.11 -0.13 0.43
H -6.59535 -1.82630 -0.62300 -0.35 -0.09 -0.12
H -5.31940 -1.26646 -1.64084 0.38 0.24 -0.17
H -6.06779 -3.28789 1.14707 -0.35 0.26 0.01
H -5.49734 -3.79003 -0.46467 -0.19 0.09 -0.24
H -3.75283 -3.78576 1.99367 0.34 0.23 0.07
H -4.79800 -5.05285 1.46252 -0.07 -0.33 0.10
H -1.69946 -5.66806 -1.40679 -0.20 -0.35 -0.13
H 0.35653 -4.79753 -2.07855 0.25 -0.09 -0.27
H 1.24845 -0.46999 -0.43871 0.21 0.19 0.34
H 0.61001 -0.78711 -2.02257 -0.24 0.07 -0.10
H 2.30559 -0.54247 -1.88400 0.38 0.36 0.18
H 1.23166 -2.91704 -3.33262 -0.08 0.12 -0.22
H 2.18235 -4.14203 -2.52614 0.11 -0.33 0.07
H 2.93769 -2.63261 -2.96032 0.14 0.07 -0.13
H 2.06227 -3.45630 0.65044 -0.17 0.03 0.30
H 3.18153 -3.80531 -0.60716 0.11 -0.24 -0.17
H 4.07746 -3.19117 2.22943 0.02 -0.05 0.35
H 5.53680 -2.48601 1.50156 0.22 0.09 0.15
H 4.71076 -3.89978 0.79087 0.49 -0.19 -0.09
H 4.18842 -0.37956 -0.82394 -0.12 0.13 -0.56
H 4.75137 -1.96837 -1.46806 -0.07 -0.03 -0.28
H 5.52691 -1.18342 -0.11532 0.36 0.06 0.01
H 3.76851 -0.93310 2.28029 0.18 0.51 0.11
H 2.17595 -1.47814 1.86003 -0.30 0.10 0.23
H 2.82958 -0.08342 0.99696 0.03 0.34 0.09
H -0.25457 -1.50647 0.47615 0.31 0.34 0.03
H -2.29883 -2.40534 1.09666 -0.21 0.17 0.23
C 6.67110 -4.51773 -1.67818 -0.03 0.14 0.03
C 7.43407 -3.25176 -2.06076 -0.06 -0.15 -0.08
C 8.84760 -3.52906 -2.56832 0.04 0.06 -0.01
C 9.77721 -4.19067 -1.54996 -0.05 -0.05 0.04
C 9.95799 -3.41584 -0.24560 0.13 0.06 -0.05
C 10.59457 -2.04200 -0.44035 -0.10 -0.05 0.10
H 7.15800 -5.05354 -0.86242 0.00 -0.02 -0.01
H 5.65973 -4.27048 -1.34896 -0.02 -0.05 -0.01
H 6.58858 -5.19368 -2.53164 0.03 -0.03 0.02
H 7.46269 -2.56837 -1.20764 0.03 0.01 -0.01
H 6.87813 -2.73568 -2.84898 0.02 0.06 0.02
H 9.28962 -2.59011 -2.91241 0.02 0.00 0.01
H 8.78880 -4.17125 -3.45255 -0.03 0.00 0.00
H 10.75623 -4.33377 -2.01693 0.01 0.01 0.01
H 9.40986 -5.19380 -1.31652 -0.01 0.00 -0.02
H 10.59462 -4.00380 0.42009 -0.04 -0.02 0.02
H 8.99904 -3.30587 0.26916 -0.01 -0.03 -0.02
H 11.57639 -2.13272 -0.90856 -0.01 0.02 -0.03
H 10.72573 -1.54121 0.51974 0.03 0.03 -0.02
H 9.97697 -1.39543 -1.06564 0.02 0.01 -0.02
C -7.79452 5.68319 0.88476 0.17 0.02 -0.15
C -6.50045 6.44405 1.16508 -0.09 -0.14 0.10
C -6.41047 6.97728 2.59422 0.08 0.03 0.01
C -7.48992 7.99246 2.97142 -0.10 -0.03 -0.04
C -7.54693 9.23179 2.07966 0.11 0.07 0.09
C -6.26948 10.06676 2.12085 -0.10 -0.03 -0.10
H -8.67192 6.31864 0.99777 -0.02 -0.02 0.03
H -7.79790 5.29936 -0.13744 -0.06 -0.02 0.01
H -7.89955 4.83229 1.56402 -0.08 0.04 0.04
H -6.39268 7.25906 0.44601 0.02 0.01 0.02
H -5.65313 5.76994 0.99384 0.04 0.05 -0.04
H -5.42251 7.42047 2.74396 -0.01 0.02 0.01
H -6.46803 6.13498 3.29355 -0.01 -0.01 -0.01
H -7.32261 8.30611 4.00563 0.01 0.01 0.00
H -8.46918 7.50572 2.96337 0.01 -0.02 0.01
H -8.38144 9.85469 2.40864 -0.04 -0.02 -0.03
H -7.76725 8.94961 1.04621 -0.02 -0.02 0.01
H -6.05808 10.40155 3.13788 0.03 -0.02 0.00
H -6.37019 10.95069 1.49095 0.04 0.02 0.02
H -5.40622 9.50472 1.76048 0.02 0.01 0.02